Computed, not measured: the molecule C4H7NO2 at a distorted geometry, with the ωB97M-V functional and the def2-TZVPD basis.

```
14
Properties=species:S:1:pos:R:3:lowdin_charge:R:1
C -0.31355 -0.90307 -0.93869 -0.19
H -2.04512 0.12561 0.00674 0.15
N 1.10342 -0.95858 -0.61144 0.06
H -0.04989 -1.27788 1.55022 0.10
H -0.44589 -0.60464 -1.98484 0.12
H -0.70032 2.08177 0.73252 0.13
O 1.07405 1.10621 0.58044 -0.04
C -0.22928 1.35886 0.06552 -0.12
O -0.68443 -0.53629 1.43746 -0.07
H 2.54121 -0.24325 0.61919 0.13
H -0.13117 1.80146 -0.93764 0.14
C -0.95311 0.01302 0.07631 -0.29
C 1.54942 -0.10265 0.21517 -0.25
H -0.75321 -1.90615 -0.83529 0.12
```

Computed properties:
total energy	-361.80609	Ha
SMILES	O[C@@H]1CN=COC1
HOMO-LUMO gap	0.3824	hartree

Computed, not measured: the molecule C2H3Cl2F at a distorted geometry, with the ωB97M-V functional and the def2-TZVPD basis.

```
8
Properties=species:S:1:pos:R:3:lowdin_charge:R:1
F 0.11048 0.70148 1.30070 -0.07
H 0.50480 2.25314 -0.88576 0.08
C 0.08047 0.31265 0.05122 -1.41
C -0.31375 1.55401 -0.76700 -0.12
H -0.79095 1.09678 -1.64105 0.06
Cl -1.36774 -0.77986 -0.06705 0.60
Cl 1.48169 -0.55645 -0.21216 0.75
H -1.24559 1.85415 -0.13827 0.11
```

Computed properties:
total energy	-1098.23542	Ha
SMILES	CC(F)(Cl)Cl
HOMO-LUMO gap	0.4400	hartree

Computed, not measured: a cluster of 2 separate species, C22H30F3N4O4S in total at a distorted geometry, with the ωB97M-V functional and the def2-TZVPD basis.

```
64
Properties=species:S:1:pos:R:3:lowdin_charge:R:1
H 3.01858 0.84439 2.51863 0.15
C 2.63865 -5.04116 -3.19326 -0.02
H 2.98558 -0.08513 -2.48871 0.12
C 3.09682 -6.33183 -2.93007 -0.08
H -3.78036 2.60532 1.97572 0.13
H 2.60419 -7.18714 -3.38622 0.11
C -0.88794 1.95032 4.28415 -0.10
H -1.54963 2.47160 3.46959 0.09
C -5.57083 1.23200 2.46064 -0.25
F 4.63192 -0.78520 -1.13523 -0.11
C 4.37459 -4.13474 -1.76988 -0.02
H 4.86298 -3.27010 -1.33248 0.10
H -2.02805 0.93184 -2.85828 0.11
C -1.78325 0.58580 0.82666 0.02
C -3.92360 1.48514 2.33293 -0.08
H 2.45892 -1.16773 -1.03903 0.12
C 2.18909 0.00536 2.70208 -0.24
H -1.73733 4.45193 -3.52300 0.09
H 2.69256 -2.26129 3.01010 0.11
N -3.96968 3.46641 -1.75517 0.02
H -1.76878 2.79013 -4.03273 0.06
H -1.46352 4.79105 -1.38425 0.09
C -2.30778 1.46396 -1.82819 -0.08
C 4.82613 -5.42607 -1.49755 -0.07
F 1.86471 0.06677 4.14364 -0.06
H 3.12656 2.03547 -0.96689 0.13
H -3.90570 4.46230 -1.40561 0.08
C 4.18781 -6.52333 -2.08094 -0.09
C -0.64627 0.21727 1.98401 0.09
N 0.29219 1.21426 -0.90291 -0.33
O -1.29818 0.57592 4.62653 -0.09
O -6.18937 1.15099 3.66896 -0.01
H 2.51705 -1.69061 1.14821 0.09
C -2.49923 3.10010 -2.03614 -0.57
H 3.73348 0.97119 0.46528 0.12
C -1.21325 1.09987 -0.62147 -0.05
H -3.50576 1.33726 3.42639 0.12
C 3.23450 -0.31868 -1.34581 -0.15
H -6.10730 1.70154 0.59105 0.12
C -1.18621 -0.32346 3.43352 -0.24
H -2.12766 3.95552 -0.11349 0.09
H 0.24031 2.04073 3.96413 0.10
O -6.46374 1.05422 1.28405 -0.01
H -0.99584 2.60628 5.27280 0.14
C 0.95811 0.34884 1.68170 0.05
N -2.24047 3.53828 -3.47706 0.04
C 1.37032 0.86203 0.14393 -0.02
H -4.50012 3.54385 -2.66335 0.09
C 2.92082 -1.41495 2.23657 -0.04
F 2.84730 -2.71441 -2.87057 0.04
H 1.78646 -4.87464 -3.84377 0.11
C 3.28372 -3.95454 -2.61320 -0.29
H 0.41037 0.81558 -3.49646 -0.06
H -3.39818 1.05618 -1.57109 0.12
S 0.71079 1.79449 -2.53451 0.84
H 4.54312 -7.53010 -1.87180 0.11
H 4.10163 -1.26293 2.15119 0.11
C 2.92961 1.01484 -0.38356 -0.12
O -1.57347 -1.59214 3.59882 0.04
H -3.43298 -0.67736 1.80171 0.15
N -1.59573 3.80478 -1.02061 0.03
H 5.67333 -5.57805 -0.83339 0.11
C -3.35318 0.37672 1.24768 -0.14
H -4.10884 0.32508 0.35601 0.11
```

Computed properties:
charge	+1
total energy	-2073.29489	Ha
HOMO-LUMO gap	0.2179	hartree

Computed, not measured: a structure of composition C10H11N at a distorted geometry, with the ωB97M-V functional and the def2-TZVPD basis.

```
22
Properties=species:S:1:pos:R:3:lowdin_charge:R:1
H -2.30239 -1.67704 1.72774 0.06
C 2.80242 -0.91319 0.52507 -0.08
H -2.86460 1.31153 -2.81885 0.10
C -2.15009 1.06679 -2.03158 -0.14
C 0.20937 1.50429 -1.43268 -0.02
N -0.74871 -0.70069 0.89921 -0.06
H -3.31587 0.01256 -0.54624 0.11
H -0.85525 -1.71554 2.77909 0.04
C -0.98568 1.69988 -2.26211 -0.11
C -2.35863 0.12507 -1.00195 -0.01
H -0.75546 2.47684 -3.05140 0.12
H 2.44397 -0.86445 -0.50616 0.07
C -1.24757 -0.07482 -0.29003 -0.14
H 1.95407 0.42263 2.23443 0.12
C 1.71313 -0.39920 1.51702 -0.16
H 3.04188 -1.90789 0.90726 0.07
H 3.64676 -0.22850 0.57390 0.06
H 1.37617 -1.11105 2.27669 0.09
C 0.48148 -0.21539 0.64624 -0.18
H 1.17151 2.00578 -1.55920 0.10
C -1.29559 -1.34246 1.91403 0.06
C 0.03910 0.52484 -0.50048 -0.11
```

Computed properties:
total energy	-442.23090	Ha
HOMO-LUMO gap (spin up / spin down)	0.2465 / 0.2514	hartree

Which of these has the highest total energy?
C4H7NO2

Among the records above, which one has the highest total energy?
C4H7NO2

Look up the total energy of the fourth one.
-442.23090 Ha

Among the records above, which one has the highest total energy?
C4H7NO2